{"formula": "C17H52N2O17", "method": "wB97M-V/def2-TZVPD", "s2": 0.756, "charge": 1, "multiplicity": 2, "lumo_energy_ev": [-3.178, -9.230], "energy_ha": -2066.92381, "symbols": ["H", "H", "O", "H", "H", "H", "O", "O", "H", "H", "H", "H", "H", "C", "H", "H", "H", "C", "C", "C", "H", "H", "N", "H", "H", "O", "H", "C", "O", "O", "H", "H", "H", "O", "H", "C", "H", "C", "C", "H", "H", "O", "H", "H", "C", "H", "H", "H", "H", "O", "H", "H", "C", "H", "H", "H", "H", "C", "H", "H", "H", "O", "O", "O", "C", "C", "O", "O", "O", "C", "H", "C", "H", "O", "O", "H", "H", "H", "C", "H", "H", "H", "H", "N", "H", "H", "C", "H"], "xyz": [[0.445, 2.006, -3.748], [1.679, 0.817, -2.250], [-3.229, -0.028, 1.583], [0.478, 4.721, 2.227], [1.576, -3.914, -2.780], [-5.713, -1.378, 3.250], [0.970, 4.030, 1.776], [-4.030, 5.692, -3.429], [-2.797, 0.599, -0.172], [-5.252, 0.261, 1.365], [-3.734, 2.994, -3.094], [-0.154, -4.399, 1.610], [0.457, 3.626, -3.344], [4.049, -2.872, -2.616], [-0.305, -1.637, 4.501], [0.861, -4.105, -0.632], [2.964, -5.161, -0.655], [1.325, 0.879, 3.406], [0.783, -4.847, -1.427], [0.139, -0.218, 0.111], [-2.448, 2.938, -2.089], [-0.129, -5.433, -1.311], [2.405, 1.507, -2.121], [0.448, 0.323, 3.075], [2.108, 3.782, 0.071], [-2.070, 0.464, -0.785], [1.851, -2.018, 4.298], [-3.355, 3.528, -2.223], [3.238, -2.728, -1.495], [2.494, -1.320, 4.150], [1.841, -6.129, -2.889], [0.823, 2.700, 2.997], [-0.068, -4.563, 4.195], [-4.189, 3.497, -1.112], [-0.136, 3.869, -0.623], [3.957, -1.712, -3.607], [1.127, 0.065, 0.473], [-3.058, 5.093, -2.538], [0.393, -4.208, 2.533], [3.369, 1.224, -2.018], [-0.846, 6.335, -0.482], [2.530, -6.298, -2.242], [-4.020, -1.903, 3.186], [4.667, -1.813, -4.427], [2.117, -5.649, -1.137], [-4.869, 5.611, -2.970], [-1.449, -3.387, 3.241], [-4.729, 0.657, 2.944], [1.791, -6.511, -0.554], [-0.698, 5.665, 0.190], [-0.972, 1.445, 0.641], [2.569, -2.047, -1.598], [-0.816, 0.960, -0.323], [-0.435, -2.258, 2.350], [2.121, 5.417, 0.610], [-2.689, 0.653, 1.992], [-2.104, 5.018, -3.058], [2.070, 2.764, -2.463], [0.652, 5.185, -1.413], [4.159, -0.819, -3.015], [3.909, -3.852, -3.072], [2.679, 3.792, -2.255], [-5.203, -2.264, 1.502], [0.744, -4.394, -2.766], [1.863, -0.062, 4.506], [0.273, 4.863, -0.444], [0.276, -1.226, -0.881], [0.800, 2.117, 3.759], [0.150, -2.440, 4.236], [-4.549, -0.052, 2.136], [1.908, 0.913, 2.485], [-0.426, -3.034, 3.115], [-0.641, -1.376, -1.120], [2.644, -1.630, -4.135], [0.365, -5.161, 3.581], [1.449, -3.939, 2.492], [2.650, 0.443, 5.067], [5.087, -2.882, -2.282], [1.468, 4.551, 0.504], [-0.265, -0.766, 0.962], [-5.256, -1.686, 0.738], [-5.052, 3.776, -1.427], [2.690, -1.055, -4.902], [0.915, 2.733, -3.228], [-0.318, 1.651, -1.003], [-2.703, 5.672, -1.686], [-4.819, -1.415, 2.628], [1.201, -0.242, 5.353]], "mulliken_charge": [0.1854, 0.0539, -0.4572, 0.2790, 0.3598, 0.3165, -0.6168, -0.5051, 0.4296, 0.3915, 0.2602, 0.2085, 0.1771, -0.5039, 0.3401, -0.2631, 0.2676, 0.4764, 0.1551, 1.3517, -0.1767, 0.5376, -0.0786, -0.1477, 0.2518, -0.5717, 0.4857, 0.0916, -0.4349, -0.4168, 0.3608, 0.4898, 0.3210, -0.4801, -0.3931, -0.3199, 0.2678, -0.2547, -0.1855, 0.1791, 0.3771, -0.5605, 0.1060, 0.5026, -0.6376, 0.3469, 0.4874, 0.3451, 0.4354, -0.5666, 0.1815, 0.2521, 1.2739, -1.0319, 0.3095, 0.2610, 0.2093, 0.3988, 0.5189, 0.0541, 0.2792, -0.6198, -0.4934, -0.6761, -0.7056, 0.2445, -0.4668, -0.3073, -0.7218, -0.7250, 0.4491, 0.6818, 0.3395, -0.4942, -0.5544, 0.3223, 0.3905, 0.3845, -0.6198, -1.5189, 0.3215, 0.3324, 0.2946, -0.3154, -1.0254, 0.1656, -0.1364, 0.4800]}

{"formula": "C17H53ClFNO13PS", "method": "wB97M-V/def2-TZVPD", "charge": 1, "e_above_lowest_kj_mol": 737.65, "lumo_energy_ev": -5.537, "energy_ha": -3011.28757, "symbols": ["H", "H", "H", "H", "O", "O", "H", "H", "H", "C", "H", "H", "H", "C", "O", "C", "H", "S", "O", "H", "O", "H", "C", "C", "H", "H", "H", "H", "C", "H", "H", "O", "H", "N", "H", "H", "C", "P", "F", "H", "C", "O", "O", "C", "O", "H", "H", "H", "O", "O", "H", "C", "H", "H", "H", "H", "H", "H", "H", "H", "Cl", "H", "H", "H", "C", "H", "H", "H", "H", "H", "C", "C", "C", "O", "O", "H", "C", "H", "H", "H", "H", "H", "H", "H", "H", "H", "C", "C"], "xyz": [[-0.451, 5.003, 4.286], [-5.435, 7.443, 0.032], [-4.764, -4.172, -1.228], [2.580, 1.387, 0.739], [4.146, -0.170, 3.561], [-4.544, -2.128, -1.324], [2.433, 5.817, 7.442], [5.564, 2.027, -3.789], [-0.706, 0.823, 0.865], [5.835, -0.562, 0.428], [-4.268, -6.391, -2.684], [-4.332, 6.696, 1.897], [-5.248, 0.203, 1.522], [0.319, 1.137, 1.335], [-6.538, 1.445, 0.523], [1.424, 0.367, -1.083], [6.923, 0.191, -3.604], [1.201, -2.548, -2.540], [-1.270, 4.918, 3.768], [-6.001, -3.298, -2.169], [1.233, 5.638, 5.781], [-4.655, -8.442, -5.747], [0.971, -2.170, 0.854], [2.499, 5.500, 6.399], [-3.882, -7.644, -7.141], [-6.817, -0.517, 1.075], [3.431, 0.487, 3.602], [6.535, -0.458, 1.359], [4.348, -1.222, 0.812], [-5.666, -7.646, -6.982], [3.633, -0.435, 1.305], [-4.655, -6.392, -5.702], [-0.325, 5.634, 2.086], [5.530, 0.789, -0.215], [-3.597, -2.203, -1.119], [-5.552, -6.848, -0.842], [-5.211, -6.941, -2.749], [1.786, -1.475, -0.727], [1.168, -4.253, -2.329], [-1.109, 6.865, 3.124], [-4.719, -7.599, -6.439], [-0.072, -1.954, -3.204], [-1.282, -2.512, 2.028], [5.224, 0.339, 4.324], [-3.785, 7.134, 1.222], [5.536, 1.480, 0.568], [-5.570, -0.230, -0.178], [-4.713, -5.663, -6.343], [0.086, 2.384, 2.091], [-6.034, -6.598, -1.649], [0.748, 0.344, 2.105], [-4.449, 6.975, -0.018], [3.234, 6.109, 5.867], [-2.101, 5.788, 2.108], [6.048, -0.378, 4.298], [4.903, 0.485, 5.358], [-3.859, 7.457, -0.801], [4.236, -1.314, -1.524], [5.557, 1.289, 3.897], [0.991, 6.579, 5.832], [-1.775, -1.458, -0.455], [-4.549, 5.910, -0.245], [3.811, -2.976, -0.561], [0.384, 0.487, -1.645], [3.704, -1.788, -0.585], [-5.019, -8.016, -2.740], [2.801, 4.450, 6.359], [-4.363, -3.505, -2.842], [6.722, 1.874, -5.147], [1.355, 2.467, -0.202], [-1.193, 5.857, 2.711], [-4.938, -3.348, -1.925], [1.526, 1.362, 0.215], [2.380, -2.265, -3.551], [7.321, 1.045, -3.362], [1.507, -1.678, 1.781], [-6.015, 0.148, 0.746], [-7.215, 1.365, -0.170], [1.261, -3.327, 0.898], [4.440, -2.119, 1.561], [6.235, 1.019, -0.955], [6.277, -1.286, -0.406], [-5.724, -6.671, -3.675], [-0.693, 2.180, 2.701], [2.253, 0.724, -1.864], [7.043, 3.023, -3.822], [-0.666, -2.093, 0.887], [6.619, 2.048, -4.073]], "mulliken_charge": [0.2961, 0.2523, 0.2288, 0.1355, -0.4047, -0.3320, 0.2460, 0.1848, 0.1754, -0.8418, 0.2302, 0.2984, 0.1859, 0.0095, -0.5329, -0.4673, 0.2919, 1.0426, -0.4968, 0.2865, -0.4719, 0.2039, -0.3587, -0.5086, 0.2629, 0.2481, 0.2603, 0.2766, 0.1698, 0.2754, -0.1787, -0.4627, 0.2192, -0.4224, 0.1955, 0.2991, -0.5016, -0.0021, -0.2460, 0.2725, -0.5355, -0.4276, -0.4715, -0.7183, -0.4911, 0.2068, 0.1234, 0.2752, -0.4562, -0.5308, 0.0914, -0.5348, 0.2540, 0.0747, 0.2613, 0.3057, 0.2164, 0.4287, 0.2924, 0.2877, -0.3254, 0.2485, 0.3947, 0.4820, -0.5008, 0.3333, 0.1794, 0.2252, 0.2894, 0.4238, -0.3378, -0.4559, -0.6317, -0.5003, -0.4982, 0.3429, -0.3176, 0.3041, 0.5454, 0.3443, 0.2356, 0.3358, 0.1413, 0.3192, 0.3778, 0.2230, 0.3413, -0.4901]}

Question: What is the formula in the first record?
Answer: C17H52N2O17